A cluster of 2 separate species, C35H34N2O2 in total. Source: the Open Molecules 2025 dataset; level of theory: wB97M-V/def2-TZVPD.

Geometry as XYZ:
```
73
Properties=species:S:1:pos:R:3:forces:R:3
C 0.4354 -3.9855 1.2971 0.216 -0.175 0.118
C -0.5506 -2.8599 1.2555 -0.255 0.181 -0.065
C -0.5419 -1.8774 2.2582 0.057 -0.495 -0.421
C -1.4149 -0.8186 2.2363 -0.952 0.502 -0.755
C -2.3941 -0.6357 1.1664 1.488 -1.851 0.046
O -3.1615 0.3590 1.1027 -0.910 1.426 -0.114
C -2.3884 -1.7084 0.1721 -0.379 1.245 0.657
C -1.5002 -2.7538 0.2255 0.650 -0.229 0.538
H 0.2997 -4.6511 0.4395 0.079 0.011 0.112
H 1.4676 -3.6108 1.2830 -0.080 -0.127 -0.067
H 0.3294 -4.5789 2.2148 0.030 -0.034 -0.148
H 0.1834 -1.9682 3.0694 -0.106 0.047 -0.104
H -1.3924 -0.0609 3.0145 -0.004 -0.004 -0.011
H -3.1130 -1.6351 -0.6343 0.010 0.012 0.034
H -1.5181 -3.5284 -0.5444 -0.025 0.155 0.103
C -9.5639 7.0935 2.4967 -0.106 0.270 -0.364
N -8.5029 6.3186 3.0917 -0.161 -0.553 0.793
C -8.6946 5.6010 4.2435 -0.995 0.412 -0.077
O -9.7146 5.6061 4.9297 1.538 -0.072 -0.721
C -7.4319 4.7791 4.4888 0.038 0.543 0.536
C -7.7369 3.2890 4.5085 -0.347 -0.005 0.056
C -8.4140 2.8752 3.2214 -0.128 -0.375 -0.079
C -9.8000 3.0216 3.0836 -0.052 -0.062 0.013
C -10.4454 2.5984 1.9230 0.282 0.045 -0.066
C -9.6984 2.0415 0.8782 0.104 0.103 0.129
C -8.3097 1.9232 0.9962 -0.054 0.080 0.032
C -7.6733 2.3318 2.1700 -0.156 0.115 -0.047
N -6.5739 5.1644 3.3644 1.560 -1.122 -0.824
C -5.4776 4.4743 2.9939 -1.396 0.564 0.621
C -4.6993 4.8229 1.8891 0.777 0.179 -0.729
C -3.8563 3.9414 1.2291 -0.595 0.271 0.723
C -3.1098 4.2860 0.0514 0.642 0.391 -1.049
C -2.6568 3.2554 -0.8137 -0.323 -0.061 0.597
C -2.0016 3.5473 -2.0021 0.149 0.489 -0.166
C -1.7351 4.8829 -2.3488 -0.266 -0.434 0.394
C -2.1505 5.9185 -1.4990 -0.136 -0.029 0.305
C -2.8327 5.6325 -0.3158 -0.089 -0.356 -0.176
C -7.2315 6.0985 2.4218 -0.591 0.039 0.113
C -6.4687 7.3672 2.1907 0.279 0.645 0.558
C -6.1115 8.1715 3.2107 -0.495 -0.825 -0.772
C -5.3394 9.3917 3.0720 0.713 1.210 -0.037
C -5.1291 10.2062 4.2104 -0.101 -0.463 -0.593
C -4.3861 11.3782 4.1227 0.128 0.070 -0.403
C -3.8353 11.7649 2.8891 -0.274 -0.325 0.216
C -4.0365 10.9707 1.7506 -0.151 -0.130 0.205
C -4.7823 9.7928 1.8338 -0.035 0.139 0.636
H -10.4278 7.0892 3.1678 0.288 -0.068 -0.084
H -9.2344 8.1244 2.3319 -0.060 -0.104 0.050
H -9.8601 6.6672 1.5283 0.048 0.018 0.186
H -6.9949 5.1284 5.4426 -0.047 -0.245 -0.352
H -6.8087 2.7301 4.6763 -0.302 -0.027 0.065
H -8.4167 3.1284 5.3575 0.299 -0.071 -0.157
H -10.3705 3.4700 3.9016 0.140 -0.240 -0.279
H -11.5282 2.7125 1.8408 0.341 -0.094 -0.026
H -10.2008 1.7022 -0.0272 0.149 0.081 0.207
H -7.7073 1.5116 0.1841 -0.257 0.052 0.232
H -6.5901 2.2317 2.2775 -0.349 -0.220 -0.142
H -5.2303 3.5962 3.5986 -0.052 0.308 -0.171
H -4.7738 5.8493 1.5246 -0.186 -0.442 -0.004
H -3.7967 2.9063 1.5743 0.091 -0.114 -0.145
H -2.8595 2.2232 -0.5157 0.101 0.037 -0.025
H -1.6908 2.7351 -2.6622 -0.074 0.262 0.260
H -1.2032 5.1114 -3.2732 -0.169 -0.044 0.262
H -1.9401 6.9575 -1.7634 -0.053 -0.353 0.107
H -3.1543 6.4425 0.3435 0.202 -0.165 -0.260
H -7.4022 5.5959 1.4490 0.159 -0.080 0.409
H -6.2325 7.5879 1.1476 -0.010 0.044 0.374
H -6.4261 7.9095 4.2280 0.112 0.009 -0.291
H -5.5693 9.8818 5.1560 0.178 0.191 -0.198
H -4.2359 11.9899 5.0139 -0.016 -0.153 -0.310
H -3.2534 12.6837 2.8200 -0.142 -0.251 -0.001
H -3.6094 11.2698 0.7918 -0.115 -0.065 0.305
H -4.9371 9.1681 0.9507 0.149 0.322 0.241
```
Forces are in eV/Å.

## Properties
Total energy (Eh): -1613.9953
HOMO-LUMO gap (eV): 2.41
HOMO (eV): -4.8